[1]
{
  "formula": "C4H8O3",
  "method": "ωB97M-V/def2-TZVPD",
  "e_lumo_ev": 0.86,
  "orbital_gap_ev": 11.265,
  "homo_ev": -10.403,
  "mol_weight_g_mol": 104.1,
  "fmax_ha_per_bohr": 0.011,
  "elements": ["H", "H", "H", "H", "O", "C", "C", "H", "C", "O", "O", "H", "H", "C", "H"],
  "positions_angstrom": [[1.884, 1.185, -0.376], [0.654, 0.346, 1.564], [-2.944, -0.680, -1.022], [0.793, -1.297, 0.969], [-1.661, -0.115, 0.548], [-0.527, -0.056, -0.180], [0.737, -0.255, 0.646], [1.990, -0.430, -1.126], [1.967, 0.114, -0.162], [3.116, -0.210, 0.629], [-0.530, 0.133, -1.376], [3.924, 0.171, 0.255], [-2.869, 1.059, -0.700], [-2.857, 0.071, -0.232], [-3.676, -0.027, 0.475]],
  "nbo_charge": [0.167, 0.237, 0.196, 0.242, -0.505, 0.799, -0.523, 0.180, -0.056, -0.731, -0.605, 0.475, 0.194, -0.265, 0.195]
}



[2]
{
  "formula": "C20H37AuBN8",
  "method": "ωB97M-V/def2-TZVPD",
  "e_lumo_ev": [-12.51, -13.19],
  "total_charge": 3,
  "orbital_gap_ev": [4.893, 3.997],
  "homo_ev": [-17.404, -17.189],
  "mol_weight_g_mol": 597.4,
  "fmax_ha_per_bohr": 0.033,
  "elements": ["H", "C", "C", "H", "H", "H", "H", "C", "H", "C", "H", "N", "H", "N", "H", "H", "H", "C", "H", "C", "C", "N", "C", "H", "H", "C", "H", "C", "B", "Au", "H", "C", "N", "H", "C", "H", "H", "C", "C", "C", "H", "N", "H", "H", "N", "H", "H", "H", "H", "H", "C", "H", "H", "H", "H", "H", "H", "C", "H", "N", "H", "H", "H", "N", "C", "C", "C"],
  "positions_angstrom": [[4.132, 0.992, -1.848], [3.487, 1.063, -2.728], [-1.828, 2.710, -0.570], [-1.741, 1.563, -3.803], [2.169, -3.438, 2.788], [-0.499, -3.276, -0.481], [3.521, -2.834, 0.354], [-2.656, -3.203, -0.318], [3.941, -3.424, 2.694], [-1.327, -3.964, -0.292], [-0.577, 3.823, -3.547], [3.484, 2.483, -3.201], [-1.896, 1.169, 3.495], [-1.368, 1.665, 0.110], [-3.875, -2.035, -1.668], [-1.096, 0.803, -2.334], [1.865, -2.227, 0.305], [-2.350, 3.647, 0.355], [-2.833, 1.021, -2.539], [3.004, -1.590, 2.037], [-2.201, 3.048, 1.590], [0.050, 0.387, 2.741], [-3.201, -1.069, 2.612], [-0.593, 4.637, -1.975], [-1.334, -4.738, -1.054], [-2.909, -2.537, -1.671], [2.664, -0.167, 4.583], [0.697, 0.557, 3.903], [-1.422, 0.777, 2.494], [-0.266, -0.331, -0.174], [3.966, -1.074, 2.194], [2.893, -1.971, 0.561], [1.538, 0.776, -1.101], [1.243, 1.747, -1.017], [-3.563, -2.180, 1.874], [-4.336, -2.892, 2.087], [-2.801, 4.593, 0.126], [-2.687, -2.201, 0.770], [-1.792, 2.838, -2.053], [1.902, -0.106, 3.833], [-2.499, 3.399, 2.559], [-1.595, 1.865, 1.419], [-3.620, -0.691, 3.523], [2.977, 2.579, -4.093], [0.810, -0.346, 1.904], [0.352, 3.165, -2.186], [3.077, 3.138, -2.520], [-1.182, -4.437, 0.678], [2.191, -0.609, -2.495], [-2.127, -1.802, -1.884], [-1.863, 1.474, -2.728], [3.131, -2.572, 3.992], [1.377, 0.798, -3.186], [-3.462, -3.922, -0.132], [3.236, -1.164, -0.085], [0.273, 1.112, 4.716], [4.455, 2.790, -3.379], [1.931, -0.691, 2.535], [-2.670, 3.422, -2.351], [-1.864, -1.153, 0.885], [-2.917, -3.292, -2.452], [3.939, 0.461, -3.519], [2.228, 0.591, -0.375], [-2.172, -0.473, 2.003], [2.095, 0.478, -2.427], [-0.570, 3.670, -2.471], [3.063, -2.835, 2.939]],
  "nbo_charge": [0.244, -0.253, 0.197, 0.242, 0.216, 0.163, 0.264, -0.276, 0.241, -0.580, 0.238, -0.674, 0.019, -0.370, 0.238, 0.139, 0.192, -0.297, 0.246, -0.268, 0.056, -0.307, 0.070, 0.247, 0.250, -0.578, 0.270, 0.042, 0.501, 1.371, 0.247, -0.596, -0.827, 0.414, -0.275, 0.278, 0.270, 0.237, -0.273, -0.284, 0.261, -0.330, 0.266, 0.460, -0.374, 0.122, 0.448, 0.237, 0.259, 0.163, -0.585, 0.235, 0.238, 0.261, 0.161, 0.263, 0.474, 0.237, 0.261, -0.298, 0.250, 0.272, 0.420, -0.307, -0.265, -0.573, -0.589]
}



[3]
{
  "formula": "C5H8NdO3",
  "method": "ωB97M-V/def2-TZVPD",
  "e_lumo_ev": [-9.37, -9.26],
  "total_charge": 2,
  "orbital_gap_ev": [7.313, 7.426],
  "homo_ev": [-16.688, -16.688],
  "mol_weight_g_mol": 260.4,
  "fmax_ha_per_bohr": 0.109,
  "multiplicity": 5,
  "s2": 6.003,
  "elements": ["O", "H", "C", "H", "O", "C", "H", "H", "H", "H", "O", "Nd", "C", "H", "C", "H", "C"],
  "positions_angstrom": [[0.727, -1.065, 0.771], [-4.501, -1.314, 0.678], [-3.830, 0.749, 0.484], [-4.374, 0.917, 1.419], [-1.310, -0.329, 1.375], [-2.366, 0.808, 0.674], [-2.778, -1.226, 0.283], [-4.144, 1.383, -0.353], [-3.850, -0.868, -0.983], [-2.150, 1.382, 1.584], [-0.232, 0.584, -0.319], [2.963, -1.162, -0.817], [-1.484, 1.257, -0.484], [-1.899, 0.996, -1.465], [-0.231, -0.287, 0.706], [-1.277, 2.330, -0.421], [-3.773, -0.734, 0.103]],
  "nbo_charge": [-0.819, 0.262, -0.471, 0.256, -0.477, 0.164, 0.211, 0.264, 0.229, 0.228, -0.524, 1.956, -0.131, 0.214, 1.019, 0.243, -0.624]
}